Here is C3H5N3 in the gas phase at a distorted geometry from the OMol25 dataset. Energies are from ωB97M-V/def2-TZVPD.

Element x y z (Å)
N1 2.045 -0.138 -0.054
C1 0.703 -0.043 0.191
C2 -0.486 1.111 -0.358
N2 -1.562 0.418 -0.173
C3 -1.302 -0.822 0.289
N3 -0.035 -1.116 0.460
H1 2.417 -1.064 0.006
H2 2.642 0.618 0.200
H3 0.161 1.676 -0.909
H4 -2.463 0.829 -0.209
H5 -2.118 -1.468 0.556

E_tot   -281.48590 Eh
Frontier orbital gap   7.96 eV
Strongest force on any atom   0.16802 Eh/bohr
Highest occupied orbital energy   -6.9 eV
SMILES string   Nc1c[nH]cn1